C15H31ClNiP2 | the ωB97M-V functional and the def2-TZVPD basis

Calculated values
expectation value of S²: 2.01
ΔE to the lowest compared entry with this formula, charge and spin: 0.00 kJ/mol
2S+1: 3
molar mass: 367.51 g/mol
E_tot: -3240.97128 a.u.
HOMO energy (spin up / spin down): -3.252 / -6.509 eV
frontier orbital gap (spin up / spin down): 3.82 / 6.78 eV

```
50
Properties=species:S:1:pos:R:3:forces:R:3:lowdin_spin:R:1
Ni -0.81198 0.27829 -2.30140 -0.153 0.564 -0.070 0.3298
Cl -1.19124 1.57636 -0.49654 -1.954 -0.696 4.376 0.3590
P 0.36600 -2.23270 -1.91136 -0.656 1.507 -1.546 0.0795
P -0.32016 2.38143 -2.29886 0.864 -0.301 -2.707 0.4296
C 0.25386 1.72510 -6.11455 -0.468 0.858 -0.135 0.0123
C 0.03103 -1.82815 -0.22864 -0.345 0.304 1.433 0.0516
C 1.01669 1.02290 -7.21267 0.264 -0.611 -0.065 0.0021
C -0.76865 -1.23629 -6.04637 0.682 -0.949 -0.946 0.0145
C 2.00989 -2.95215 -2.07882 0.327 -0.293 0.647 0.0269
C -2.07655 0.92861 -6.63372 -0.448 -0.481 0.122 0.0077
C 0.59028 -0.85215 -3.18356 -0.381 -1.081 -0.289 0.1190
C -0.77348 -3.54579 -2.44646 -0.567 -0.510 -0.884 0.0532
C 1.01704 3.56692 -2.06004 -0.028 0.066 -0.686 0.0868
C -1.64169 -0.50243 -7.04352 -0.450 -0.045 -0.308 0.0037
C 0.77519 0.77179 -3.15770 0.665 -0.139 -0.496 0.0546
C -1.06315 1.66596 -5.82176 1.092 1.280 -0.986 0.0123
C 0.57777 -1.19744 -5.97186 -0.953 -1.188 -0.677 0.0112
C 1.52449 -0.39448 -6.79833 0.313 0.420 -0.028 0.0044
C -1.70942 3.39082 -2.89411 -0.221 0.060 0.094 0.0533
H -0.25742 -1.06364 -3.87173 0.763 0.000 0.341 0.0392
H -0.92283 -4.37876 -1.74125 0.441 0.502 0.214 0.0035
H 1.81548 0.96203 -2.78956 -0.947 0.167 -0.106 0.0075
H 2.03099 -3.44457 -3.05759 0.207 0.110 0.196 0.0026
H 1.56976 -1.05260 -3.67598 -0.224 -0.399 0.343 0.0293
H -1.22821 -0.48178 -8.07914 0.055 -0.095 0.839 0.0000
H 1.91383 1.62555 -7.40234 -0.254 -0.087 -0.233 0.0002
H 1.10723 -1.95112 -5.36728 -0.545 0.344 -0.230 0.0042
H 0.65036 1.05075 -4.22679 0.585 -0.619 1.016 0.0106
H -2.58843 2.74604 -3.11000 0.680 0.374 0.011 0.0085
H 2.48425 -0.30692 -6.24482 -0.485 0.073 -0.200 0.0043
H 0.90026 2.44382 -5.56724 -0.675 -0.474 -0.103 0.0023
H -1.44616 2.40228 -5.10969 0.178 -0.614 -0.060 0.0054
H -1.99300 4.05614 -2.06325 -0.003 0.035 -0.286 0.0103
H -0.15788 -2.77140 0.33418 0.162 0.596 -0.226 0.0044
H -1.33182 -2.05216 -5.54358 0.668 0.758 0.177 0.0080
H -2.56028 -1.10502 -7.11506 0.216 0.205 -0.170 0.0017
H 2.73106 -2.11914 -2.04960 -0.177 -0.427 -0.039 0.0060
H 2.24010 -3.66807 -1.28123 0.018 0.039 -0.242 0.0026
H 0.88667 -1.28418 0.20859 -0.249 -0.228 -0.085 0.0084
H -3.03016 0.88388 -6.08096 0.414 -0.071 -0.048 0.0068
H -0.85927 -1.14650 -0.17824 0.757 -0.774 -0.060 0.0263
H 0.79527 4.15246 -1.15130 0.300 0.005 -0.382 0.0142
H -2.31532 1.47908 -7.55546 0.132 0.071 0.183 0.0003
H -0.36703 -4.01249 -3.35721 0.093 0.172 0.117 0.0070
H -1.39197 3.97568 -3.77544 -0.387 -0.065 0.334 0.0137
H 1.76921 -0.99498 -7.69577 -0.041 0.330 0.205 0.0005
H -1.79022 -3.21402 -2.71812 0.601 0.390 0.297 0.0314
H 1.99346 3.05212 -1.97996 -0.533 0.465 -0.040 0.0018
H 0.93806 4.16842 -2.99662 0.634 0.200 0.871 0.0266
H 0.46829 0.92618 -8.16661 0.029 0.251 0.518 0.0006
```
Forces are in eV/Å.

***

C15H31ClO4P2V | the ωB97M-V functional and the def2-TZVPD basis

Calculated values
expectation value of S²: 3.77
ΔE to the lowest compared entry with this formula, charge and spin: 0.00 kJ/mol
2S+1: 4
molar mass: 423.75 g/mol
E_tot: -2977.61716 a.u.
HOMO energy (spin up / spin down): -6.124 / -6.125 eV
frontier orbital gap (spin up / spin down): 5.26 / 5.28 eV

```
54
Properties=species:S:1:pos:R:3:forces:R:3:lowdin_spin:R:1
V -0.04502 -0.48931 -0.31778 1.111 1.711 2.123 2.7285
Cl 0.94190 2.92780 3.31119 -0.917 -0.903 -0.522 0.0000
P -2.28395 -1.09788 -0.79545 0.468 -0.142 -0.013 0.0633
P 0.83095 -1.58428 -2.17959 -1.178 0.366 0.625 0.0769
O 0.39469 3.25392 4.65353 0.692 0.224 -0.268 -0.0003
O 2.25774 2.21955 3.44766 -0.191 0.687 0.191 0.0001
O 0.68991 0.70463 0.80379 0.053 -0.375 -0.334 -0.0004
O 1.12131 4.17118 2.51244 0.404 -0.116 0.501 0.0000
C -3.66797 0.03209 -0.98327 -0.329 -0.039 -0.077 0.0021
C -0.97021 -4.10318 -5.39521 0.674 -1.280 -0.187 0.0001
C -0.96041 -5.20314 -4.61863 0.631 0.462 -0.810 0.0002
C -3.49906 -4.06350 -5.88755 0.177 0.076 -0.771 0.0001
C 2.23045 -2.65935 -1.90274 0.271 -0.261 -0.453 0.0128
C -2.01077 -1.93448 -2.40478 -0.551 0.107 0.238 0.0199
C -3.76144 -3.76514 -4.44515 -0.727 -0.095 0.437 0.0007
C 1.12304 -0.47357 -3.56811 0.320 -0.248 -0.375 0.0154
C -2.05301 -3.71253 -6.34682 -0.623 0.190 -0.185 0.0000
C -0.65646 -2.60747 -2.59058 0.959 -0.202 -0.318 0.0183
C 2.08408 0.93205 0.63656 0.176 0.715 0.572 0.0076
C -3.13249 -6.03335 -3.54639 0.458 -0.485 -0.111 0.0000
C -2.76455 -2.41014 0.37342 -0.379 0.066 -0.149 0.0232
C -3.60669 -4.61973 -3.42611 -1.043 0.087 -0.326 0.0003
C -2.00975 -6.26685 -4.60175 -0.520 -0.645 0.289 0.0000
H -2.78735 -2.69402 -2.48492 0.155 0.191 -0.277 0.0015
H -3.73011 -5.10706 -6.14560 0.002 0.419 0.213 0.0000
H -1.87125 -4.18285 -7.33014 -0.034 0.192 0.269 0.0000
H -0.07229 -5.44467 -4.01846 -0.256 0.379 -0.206 0.0000
H 2.63700 0.70680 1.55804 -0.281 -0.285 -0.219 -0.0005
H -2.45886 -6.42620 -5.59305 0.320 0.134 0.344 0.0000
H 2.43944 -3.22975 -2.81177 0.310 -0.128 0.222 0.0004
H -0.57948 -3.55082 -2.02076 -0.055 0.341 -0.238 0.0030
H -0.04642 -3.52279 -5.52185 -0.296 -0.110 0.427 0.0001
H -0.52106 -2.84476 -3.65013 -0.310 -0.240 0.421 0.0006
H -4.03040 -4.38333 -2.43797 0.378 0.226 -0.383 0.0001
H -4.23450 -2.78301 -4.28085 0.362 -0.449 0.214 0.0000
H 2.01047 0.12596 -3.32251 -0.210 -0.117 -0.241 0.0007
H 3.07722 -2.01791 -1.62876 -0.061 -0.272 -0.125 0.0000
H -2.75126 -6.38084 -2.57241 -0.187 0.176 -0.213 0.0000
H 2.00299 -3.32001 -1.05669 0.081 0.122 -0.287 0.0041
H -3.98512 -6.69294 -3.79167 0.253 0.202 0.138 0.0000
H -4.54963 -0.50129 -1.36838 0.127 0.334 0.140 -0.0004
H 1.29050 -1.07070 -4.47233 0.050 0.385 -0.073 0.0011
H 0.26846 0.20694 -3.69389 0.261 -0.299 0.017 0.0039
H 2.31672 1.99379 0.46268 -0.381 -0.226 -0.183 0.0026
H -3.36250 0.83622 -1.66808 -0.216 -0.235 0.210 0.0011
H -3.04149 -1.91842 1.31740 0.034 -0.282 -0.216 0.0006
H -2.17674 -1.19284 -3.19644 -0.027 -0.068 0.150 0.0010
H -4.17974 -3.44323 -6.49586 0.184 -0.285 0.215 0.0000
H -3.61354 -2.97604 -0.03326 0.141 -0.015 0.305 0.0015
H -1.52482 -7.22229 -4.33487 -0.162 0.335 -0.181 0.0000
H 2.46645 0.33979 -0.20963 0.193 -0.130 -0.119 0.0008
H -2.01381 -2.62405 -6.52015 0.103 -0.303 0.058 0.0000
H -3.87006 0.46661 0.00664 -0.079 -0.077 -0.364 0.0000
H -1.90512 -3.07084 0.55998 -0.338 0.183 -0.092 0.0088
```
Forces are in eV/Å.

***

C15H31ClP2Pt | the ωB97M-V functional and the def2-TZVPD basis

Calculated values
expectation value of S²: 2.03
ΔE to the lowest compared entry with this formula, charge and spin: 213.01 kJ/mol
2S+1: 3
molar mass: 503.89 g/mol
E_tot: -1852.04257 a.u.
HOMO energy (spin up / spin down): -4.575 / -6.492 eV
frontier orbital gap (spin up / spin down): 3.46 / 3.39 eV

```
50
Properties=species:S:1:pos:R:3:forces:R:3:lowdin_spin:R:1
Pt 1.91230 2.70071 0.28047 4.829 -0.483 4.604 0.3166
Cl 3.99443 3.33212 1.08048 1.358 -0.237 0.123 0.1036
P -0.28835 -1.03297 -1.10364 -3.049 -3.671 -2.882 0.1904
P 0.60247 2.70555 -1.16286 -2.556 0.864 -2.941 0.1362
C 0.26489 -1.97297 -2.61013 0.419 0.217 -0.162 0.0028
C -1.14908 -3.23703 2.84655 0.335 0.284 0.517 0.0350
C -0.81142 0.49427 -1.96225 0.398 0.020 0.868 0.0796
C 0.37445 -3.36187 0.71745 -0.181 -0.266 -0.717 0.4111
C 1.26415 -1.03457 1.19705 0.917 -0.417 -0.437 0.0057
C -1.31698 -1.14913 1.45942 -0.578 1.706 1.241 0.0142
C 0.55867 1.14996 -2.14216 -0.378 0.498 -0.833 0.0582
C 0.96907 -2.20952 0.20653 1.663 3.039 0.645 0.1019
C -1.96734 -1.91085 -1.23800 -0.125 -0.111 0.456 0.0126
C -0.01094 -0.44350 1.82250 0.904 -0.458 -0.529 0.0062
C 0.21458 -3.57034 2.16205 -0.340 -0.781 0.940 0.0601
C 1.29333 3.76291 1.99752 -0.949 0.390 0.386 0.2611
C -1.86819 -2.07509 2.25436 -0.759 0.409 -0.395 0.0058
C 1.08851 4.10541 -2.26448 -0.159 0.022 -0.073 0.0277
C -1.07394 3.31792 -0.80285 -0.902 -0.363 -0.781 0.0034
H 1.26676 -1.65127 -2.94369 -0.411 -0.203 0.017 0.0004
H -0.04934 0.60591 1.48598 -0.242 -0.240 0.060 -0.0001
H -1.98482 -0.56493 0.79802 0.151 0.101 1.247 0.0025
H 1.81406 -2.38674 -0.49812 -0.894 0.169 0.086 0.0092
H 2.11436 4.32726 2.45713 -0.267 -0.172 -0.287 0.0160
H -0.98232 4.16498 -0.11572 0.214 -0.145 -0.207 -0.0004
H 0.77083 1.31897 -3.20126 0.088 -0.008 0.034 0.0026
H -2.30761 -1.85742 -2.28069 0.340 -0.006 0.183 0.0020
H 0.15387 -0.39666 2.91189 -0.466 -0.147 -0.373 0.0013
H -1.89221 -2.96881 -0.95199 -0.007 0.288 -0.015 0.0032
H 0.19144 4.70719 -2.47513 0.453 0.035 -0.193 0.0038
H 0.26320 -4.20507 0.02999 -0.156 0.139 0.281 0.0166
H 1.79189 -0.21280 0.66226 -0.114 -0.533 0.215 0.0102
H 1.93857 -1.36760 1.99765 0.007 -0.044 -0.309 -0.0025
H 1.80749 4.66699 -1.64911 -0.295 0.034 -0.495 0.0030
H -1.81957 -4.11150 2.77534 0.293 0.357 0.171 0.0004
H 0.36344 -4.65100 2.29122 0.088 0.220 0.307 0.0038
H 1.01812 -3.05692 2.71346 -0.281 -0.104 -0.319 0.0105
H -1.35176 0.24028 -2.89939 0.402 -0.152 0.697 0.0121
H -0.93160 -3.02949 3.90989 -0.202 -0.434 -0.184 0.0004
H -0.49185 -1.79854 -3.40354 0.702 -0.126 0.378 0.0014
H 0.28641 -3.05135 -2.36497 0.041 0.520 -0.140 0.0003
H 0.92700 3.01663 2.71886 -0.179 0.281 -0.101 0.0224
H -2.92131 -1.89999 2.54551 0.199 -0.991 -0.867 0.0008
H -1.50809 3.65636 -1.75585 -0.414 -0.020 0.374 0.0002
H 0.49948 4.44391 1.65257 0.038 -0.157 0.522 0.0157
H -2.76176 -1.45031 -0.63904 0.328 -0.173 -0.144 0.0002
H -1.72494 2.58059 -0.32009 0.054 0.277 0.029 0.0005
H 1.57326 3.78020 -3.18821 -0.042 0.074 0.078 0.0019
H 1.38315 0.52330 -1.70570 -0.593 0.775 -0.592 0.0287
H -1.48674 1.05681 -1.29526 0.314 -0.275 -0.486 0.0008
```
Forces are in eV/Å.

***

C15H31CuNO2P2 | the ωB97M-V functional and the def2-TZVPD basis

Calculated values
expectation value of S²: 0.76
ΔE to the lowest compared entry with this formula, charge and spin: 0.00 kJ/mol
2S+1: 2
molar mass: 382.91 g/mol
E_tot: -3118.29569 a.u.
HOMO energy (spin up / spin down): -4.174 / -7.427 eV
frontier orbital gap (spin up / spin down): 4.30 / 7.55 eV

```
52
Properties=species:S:1:pos:R:3:forces:R:3:lowdin_spin:R:1
Cu -1.40394 -0.29636 -4.95765 0.262 0.258 2.458 0.1205
P 0.52104 1.96860 -1.39757 -0.747 -0.320 0.315 0.0001
P 0.91537 -1.64039 -1.95355 -0.802 1.205 -1.100 0.0061
O -3.23599 0.49486 -1.33949 1.268 -0.463 -0.811 -0.0006
O -2.12022 -0.19461 -3.07956 0.267 0.299 1.893 0.0290
N -3.24299 0.11239 -2.49967 -1.038 0.023 -0.777 0.0004
C 1.42822 -0.28890 -3.10669 0.152 -0.575 -0.347 0.0317
C 0.74170 -0.69789 -6.82766 0.310 0.161 -0.206 0.0369
C 1.65987 3.03921 -0.43683 0.063 0.489 -0.507 0.0000
C -2.84709 0.71688 -6.67068 -0.421 0.379 -0.539 0.0534
C -0.46407 1.30128 -5.85680 -0.085 0.522 -0.114 0.0441
C 1.65870 1.15584 -2.62342 0.208 0.327 0.374 0.0022
C -0.27006 -1.49831 -6.04225 0.917 0.603 0.061 0.1401
C -1.85017 1.45435 -5.80458 0.287 0.919 -0.274 0.1245
C 0.35132 0.77420 -7.03629 0.025 -0.130 0.014 0.0144
C -1.62932 -1.63606 -6.35067 -0.987 -1.295 -0.525 0.2173
C -0.29640 -2.75058 -2.75460 0.270 -0.363 0.109 0.0030
C -0.62628 2.94546 -2.45596 -0.026 0.344 -0.093 0.0001
C 0.05992 -0.89647 -0.57326 -0.647 -0.637 0.881 0.0009
C -2.50710 -0.72964 -7.18207 -0.474 0.075 -0.403 0.0525
C 2.37045 -2.58908 -1.44561 -0.064 -0.218 0.186 0.0016
H -0.75442 3.95243 -2.03281 0.016 -0.218 -0.146 0.0000
H -0.35750 0.14743 -0.72404 0.586 -1.436 -0.185 0.0001
H 1.13640 3.35812 0.47213 0.142 -0.017 -0.242 0.0000
H -2.09428 -0.60131 -8.19295 -0.249 -0.206 -0.094 0.0151
H 1.61741 1.80286 -3.50146 0.323 -0.165 -0.182 0.0005
H 1.71125 -0.73567 -6.31481 -0.118 -0.050 0.036 0.0006
H 0.67507 -0.31123 -3.93244 0.109 0.015 0.431 0.0198
H 1.26380 1.39594 -7.14103 -0.414 -0.268 0.028 0.0026
H -0.28932 3.02869 -3.50087 -0.040 0.125 0.375 0.0000
H 0.89855 -1.16425 -7.80514 0.173 -0.093 -0.190 0.0125
H -3.79831 0.73054 -6.11969 0.267 -0.316 -0.043 0.0030
H -0.18954 0.88948 -7.98721 -0.076 0.005 0.347 0.0015
H 0.15864 -2.24290 -5.38830 0.144 -0.484 -0.553 0.0101
H 2.53263 2.43972 -0.14059 -0.262 0.164 -0.080 0.0000
H 1.98970 3.91754 -0.99998 0.174 0.014 0.194 0.0000
H 0.12460 1.87107 -5.12864 -0.306 0.073 -0.386 0.0050
H -2.03958 -2.63403 -6.20190 -0.191 0.202 0.305 0.0194
H 0.74393 -0.88000 0.27814 -0.006 0.217 0.079 0.0002
H 2.92594 -2.97448 -2.31575 -0.317 0.210 0.233 0.0000
H 3.03877 -1.94940 -0.84953 -0.241 -0.245 -0.152 0.0003
H 2.37258 -0.60805 -3.58762 -0.384 -0.104 0.152 0.0003
H -0.09504 -2.94863 -3.81619 -0.001 0.228 0.499 0.0014
H 2.66586 1.24363 -2.19393 -0.144 -0.021 -0.137 0.0007
H -1.29647 -2.30804 -2.63628 0.378 0.102 -0.181 0.0005
H -3.07012 1.30137 -7.57092 -0.029 0.176 -0.228 0.0191
H -0.77271 -1.56191 -0.30976 0.155 0.017 -0.008 0.0002
H -0.27991 -3.72316 -2.24037 0.065 0.284 0.057 0.0002
H 2.02089 -3.44700 -0.84493 0.263 0.368 -0.132 0.0004
H -3.48304 -1.26266 -7.22514 0.623 0.452 -0.432 0.0004
H -2.24517 2.30222 -5.21690 0.081 -0.787 -0.014 0.0080
H -1.61094 2.44220 -2.45185 0.542 0.153 0.056 0.0000
```
Forces are in eV/Å.